# 1
The following is a quantum chemistry calculation of a structure of composition C22H18F9IN4NaO3SSe, from the Open Molecules 2025 dataset.

Results
HOMO	-5.12	eV
charge	-1
E_tot	-148371.81031	eV

Element x y z (Å)
I1 -6.95 5.53 -3.37
Se1 -2.57 -0.75 3.63
S1 4.73 -4.00 2.87
Na1 0.12 1.51 -0.01
F1 2.83 -1.80 -1.63
F2 4.27 -0.86 -2.93
F3 0.42 -0.86 -2.15
F4 3.29 1.15 -4.37
F5 2.34 2.69 -3.20
F6 4.26 1.92 -2.60
F7 0.39 0.83 -3.48
F8 1.54 -0.93 -3.99
F9 4.19 -0.32 -0.85
O1 -2.02 1.32 -0.64
O2 -1.32 3.28 0.20
O3 1.95 1.09 -1.07
N1 5.87 -1.64 2.73
N2 1.30 -0.14 1.39
N3 -2.73 -1.95 1.03
N4 -1.27 -2.92 2.28
C1 -3.26 3.27 -1.16
C2 3.43 -0.62 -1.91
C3 1.18 -0.12 -2.96
C4 2.27 0.43 2.10
C5 2.53 -2.19 1.49
C6 2.37 0.52 -2.18
C7 -4.07 2.58 -2.05
C8 -0.45 -3.24 3.43
C9 -5.13 3.22 -2.69
C10 1.44 -1.42 1.09
C11 -2.10 2.57 -0.47
C12 -2.16 -2.97 0.28
C13 -1.25 -3.58 1.06
C14 3.54 -1.59 2.21
C15 -5.37 4.56 -2.42
C16 4.75 -2.37 2.61
C17 -3.75 -1.03 0.56
C18 -2.17 -1.91 2.26
C19 3.41 -0.24 2.52
C20 3.07 1.57 -3.11
C21 -3.52 4.61 -0.91
C22 -4.57 5.26 -1.53
H1 -4.50 -0.92 1.34
H2 -3.85 1.54 -2.24
H3 -1.06 -3.70 4.21
H4 2.15 1.48 2.35
H5 -2.45 -3.14 -0.74
H6 0.66 -1.86 0.48
H7 -5.75 2.68 -3.39
H8 -4.77 6.31 -1.33
H9 -0.01 -2.33 3.83
H10 -0.59 -4.40 0.87
H11 -2.87 5.13 -0.22
H12 2.60 -3.23 1.20
H13 -4.21 -1.46 -0.33
H14 -3.30 -0.07 0.31
H15 0.34 -3.93 3.12
H16 5.92 -0.69 2.40
H17 4.13 0.29 3.12
H18 6.73 -2.12 2.96

# 2
The following is a quantum chemistry calculation of a structure of composition C22H18N4O2STi, from the Open Molecules 2025 dataset.

Results
ΔE to the lowest compared entry with this formula, charge and spin	0.00	kJ/mol
spin multiplicity	2
HOMO (alpha / beta)	-10.92 / -11.05	eV
⟨S²⟩	0.77
charge	+1
E_tot	-67108.77567	eV

Element x y z (Å)
Ti1 0.28 -1.82 0.21
S1 -0.75 -4.00 0.64
O1 0.19 -1.34 2.34
O2 1.43 -1.76 -1.25
N1 -3.34 -3.29 0.80
N2 0.68 0.23 0.32
N3 -1.80 -1.73 -0.10
N4 1.30 1.01 -0.46
C1 1.96 0.56 -1.55
C2 -5.70 -2.83 1.01
C3 0.10 0.84 1.45
C4 -4.32 -2.41 0.61
C5 2.59 2.93 -2.04
C6 2.65 1.56 -2.34
C7 2.85 -1.18 -3.02
C8 3.50 -0.24 -3.75
C9 -4.07 -1.14 0.07
C10 4.09 2.11 -4.23
C11 2.06 -0.80 -1.91
C12 -2.12 -2.95 0.42
C13 -0.21 2.19 1.55
C14 -0.76 2.69 2.72
C15 0.18 -2.21 3.49
C16 -0.15 0.00 2.54
C17 3.41 1.15 -3.45
C18 -2.78 -0.83 -0.25
C19 3.25 3.85 -2.82
C20 4.01 3.44 -3.92
C21 -0.99 1.85 3.79
C22 -0.69 0.49 3.71
H1 4.67 1.77 -5.08
H2 -1.01 3.74 2.79
H3 -1.41 2.24 4.71
H4 -2.49 0.13 -0.65
H5 2.01 3.26 -1.19
H6 2.91 -2.23 -3.25
H7 -0.84 -2.33 3.85
H8 -6.45 -2.38 0.36
H9 -0.86 -0.15 4.56
H10 3.20 4.90 -2.57
H11 0.82 -1.79 4.26
H12 0.55 -3.17 3.15
H13 4.10 -0.54 -4.60
H14 -5.78 -3.91 0.99
H15 -4.87 -0.43 -0.08
H16 4.53 4.17 -4.52
H17 -5.89 -2.49 2.03
H18 -0.02 2.83 0.70

# 3
The following is a quantum chemistry calculation of a structure of composition C22H19BCuN7O3S2, from the Open Molecules 2025 dataset.

Results
spin multiplicity	2
HOMO (alpha / beta)	-4.91 / -4.90	eV
⟨S²⟩	0.75
charge	-1
E_tot	-106685.73798	eV

Element x y z (Å)
Cu1 -1.92 0.18 0.57
S1 0.94 2.40 0.45
S2 4.73 1.16 1.47
O1 5.70 2.17 1.81
O2 -0.71 -0.46 1.84
O3 4.92 -0.16 2.02
N1 -3.13 1.72 0.44
N2 -0.75 -0.34 -1.02
N3 -4.72 -0.93 0.63
N4 -3.39 -1.15 0.65
N5 0.91 -1.27 -2.07
N6 -4.48 1.70 0.45
N7 3.22 1.70 1.72
C1 3.33 1.44 -0.63
C2 3.85 1.00 -2.92
C3 -2.74 2.99 0.37
C4 -3.85 3.83 0.34
C5 2.53 1.86 0.59
C6 2.34 -2.16 2.75
C7 0.38 -1.01 -0.85
C8 2.90 -2.49 1.50
C9 -3.20 -2.47 0.73
C10 5.14 0.60 -2.56
C11 0.09 -0.74 -3.05
C12 -4.93 2.96 0.40
C13 1.00 -1.42 0.41
C14 -4.44 -3.12 0.74
C15 5.53 0.62 -1.23
C16 4.60 1.04 -0.29
C17 0.43 -1.11 1.66
C18 2.94 1.43 -1.96
C19 1.13 -1.50 2.82
C20 -5.37 -2.10 0.68
C21 -0.94 -0.17 -2.38
C22 2.23 -2.11 0.37
B1 -5.47 0.46 0.52
H1 0.70 -1.22 3.77
H2 3.86 -2.98 1.44
H3 2.87 -2.41 3.66
H4 3.56 0.99 -3.97
H5 -1.68 3.23 0.35
H6 -4.62 -4.18 0.79
H7 -6.14 0.46 -0.50
H8 -6.17 0.60 1.51
H9 -3.87 4.91 0.30
H10 -6.45 -2.13 0.66
H11 6.53 0.32 -0.93
H12 0.32 -0.82 -4.10
H13 1.80 -1.69 -2.23
H14 -2.19 -2.86 0.77
H15 -1.79 0.37 -2.78
H16 2.68 -2.36 -0.59
H17 5.84 0.28 -3.32
H18 -5.99 3.16 0.41
H19 1.93 1.76 -2.22

# 4
The following is a quantum chemistry calculation of a structure of composition C22H19BInN5O12 in a non-equilibrium geometry, from the Open Molecules 2025 dataset.

Results
ΔE to the lowest compared entry with this formula, charge and spin	365.88	kJ/mol
HOMO	-13.75	eV
charge	+2
E_tot	-60964.32477	eV

Element x y z (Å)
In1 7.92 6.11 1.54
O1 1.12 2.34 2.11
O2 -1.79 -0.29 4.16
O3 -1.01 1.71 3.23
O4 -0.38 0.85 1.16
O5 -1.53 -1.12 1.23
O6 7.29 -4.56 -2.19
O7 2.50 4.12 1.96
O8 -6.66 8.76 -3.91
O9 -5.52 8.51 -2.01
O10 7.80 -4.37 -4.26
O11 -0.86 3.36 1.40
O12 -0.03 5.51 1.16
N1 7.16 -4.06 -3.27
N2 -4.97 -6.45 6.28
N3 -5.84 8.13 -3.15
N4 3.75 -5.80 1.43
N5 2.14 -1.62 10.13
C1 -3.87 4.94 -3.38
C2 -1.08 -0.07 1.71
C3 -4.23 6.14 -2.95
C4 -5.71 -5.54 3.98
C5 5.68 -2.75 -4.72
C6 -5.10 6.97 -3.72
C7 -4.06 4.61 -4.73
C8 0.08 4.32 1.53
C9 2.72 -5.85 0.93
C10 -5.36 6.67 -5.03
C11 1.42 -5.87 0.24
C12 1.73 -2.70 7.76
C13 -4.81 5.52 -5.48
C14 -5.33 -6.05 5.25
C15 5.44 -2.44 -2.34
C16 -1.34 0.39 3.17
C17 1.99 -2.08 9.10
C18 4.25 -1.72 -2.61
C19 6.09 -3.04 -3.42
C20 4.58 -1.90 -4.96
C21 1.41 3.56 1.98
C22 3.79 -1.45 -3.90
B1 -0.30 2.09 2.00
H1 -5.82 7.34 -5.75
H2 2.92 -0.82 -3.94
H3 4.40 -1.59 -5.97
H4 1.14 -4.86 -0.07
H5 -6.72 -5.13 3.95
H6 6.11 -3.10 -5.64
H7 -5.07 -4.76 3.56
H8 -3.86 3.62 -5.11
H9 -3.30 4.37 -2.67
H10 2.17 -2.08 6.98
H11 0.66 -6.20 0.95
H12 -5.87 -6.34 3.26
H13 3.56 -1.41 -1.84
H14 2.07 -3.74 7.69
H15 -3.95 6.39 -1.94
H16 1.23 -6.47 -0.65
H17 0.67 -2.76 7.55
H18 -5.15 5.19 -6.45
H19 5.76 -2.54 -1.31

# 5
The following is a quantum chemistry calculation of a cluster of 2 separate species, C22H19BO10 in total in a non-equilibrium geometry, from the Open Molecules 2025 dataset.

Results
ΔE to the lowest compared entry with this formula, charge and spin	0.00	kJ/mol
HOMO	0.17	eV
charge	-2
E_tot	-44273.65177	eV

Element x y z (Å)
O1 -3.98 0.69 3.04
O2 -3.40 1.20 5.76
O3 0.92 2.43 4.40
O4 5.98 0.65 2.98
O5 1.03 -4.56 -2.20
O6 5.79 -0.11 0.68
O7 0.23 2.23 1.67
O8 -3.38 1.71 -0.59
O9 -3.49 1.21 -2.81
O10 2.56 -0.03 -3.39
C1 -1.91 1.49 2.38
C2 0.88 -3.36 -2.09
C3 1.55 -2.52 -0.96
C4 -1.23 1.86 5.06
C5 1.79 -0.72 -2.77
C6 1.71 -2.99 0.39
C7 -2.07 0.93 -2.84
C8 0.01 -2.52 -3.08
C9 -5.28 0.41 -1.19
C10 2.05 -1.17 -1.30
C11 -0.62 1.95 2.56
C12 -2.89 1.16 3.40
C13 -0.31 -0.28 -4.30
C14 -2.52 1.41 4.87
C15 2.87 -0.77 1.01
C16 -0.22 2.10 4.04
C17 2.35 -2.08 1.34
C18 -1.85 -0.23 -3.89
C19 0.46 -1.27 -3.37
C20 -3.94 1.17 -1.49
C21 2.71 -0.30 -0.36
C22 3.56 0.16 2.08
B1 5.15 0.23 1.91
H1 -2.28 1.34 1.37
H2 -0.88 2.06 6.07
H3 -2.43 0.06 -4.81
H4 -5.43 0.29 -0.08
H5 -6.15 0.99 -1.59
H6 -0.14 -0.46 -5.38
H7 -5.29 -0.61 -1.66
H8 2.45 -2.43 2.39
H9 -0.95 -2.92 -3.47
H10 -1.69 0.66 -1.82
H11 0.08 0.75 -4.07
H12 -1.56 1.87 -3.17
H13 3.06 1.16 1.95
H14 5.45 1.16 3.61
H15 -2.22 -1.18 -3.44
H16 3.06 0.69 -0.74
H17 1.33 -3.99 0.72
H18 5.85 0.69 0.13
H19 3.22 -0.23 3.07

# 6
The following is a quantum chemistry calculation of a structure of composition C22H19Br2N2O6PW, from the Open Molecules 2025 dataset.

Results
ΔE to the lowest compared entry with this formula, charge and spin	0.00	kJ/mol
spin multiplicity	3
HOMO (alpha / beta)	-14.46 / -14.45	eV
⟨S²⟩	2.02
charge	+2
E_tot	-189575.10757	eV

Element x y z (Å)
W1 0.42 0.18 -0.04
Br1 6.21 -0.23 4.09
Br2 0.75 0.84 4.95
P1 -0.25 -2.26 -0.17
O1 0.67 0.31 1.82
O2 -3.18 1.47 -0.61
O3 0.82 -3.05 0.65
O4 -1.60 -2.50 0.58
O5 -0.50 -2.92 -1.57
O6 -1.22 0.42 -1.04
N1 2.54 -0.23 0.27
N2 0.16 2.38 -0.25
C1 0.57 4.72 0.19
C2 4.80 -0.76 -0.28
C3 4.25 -0.25 2.01
C4 5.19 -0.59 1.03
C5 -2.00 1.49 -0.71
C6 0.65 -4.44 1.08
C7 1.88 0.24 2.43
C8 2.12 0.42 3.77
C9 3.46 -0.58 -0.63
C10 2.82 5.48 0.63
C11 3.29 4.16 0.45
C12 1.05 3.39 0.04
C13 1.49 5.75 0.49
C14 -2.94 -2.36 0.01
C15 -1.12 2.68 -0.41
C16 4.48 -0.05 3.40
C17 -1.66 3.95 -0.28
C18 2.92 -0.08 1.57
C19 -0.80 4.97 0.03
C20 3.45 0.27 4.24
C21 0.36 -2.72 -2.72
C22 2.43 3.14 0.16
H1 -3.60 -2.86 0.71
H2 3.52 6.27 0.85
H3 0.75 -1.70 -2.73
H4 3.64 0.42 5.30
H5 -2.72 4.09 -0.42
H6 -3.19 -1.31 -0.07
H7 6.23 -0.73 1.31
H8 1.11 6.76 0.61
H9 -1.17 5.99 0.14
H10 -0.30 -4.54 1.60
H11 1.17 -3.44 -2.69
H12 -0.26 -2.88 -3.60
H13 2.81 2.14 -0.01
H14 1.47 -4.64 1.76
H15 5.51 -1.04 -1.05
H16 -2.97 -2.85 -0.96
H17 4.35 3.97 0.53
H18 3.13 -0.69 -1.66
H19 0.69 -5.09 0.22